# C36H28Co2O6P

C36H28Co2O6P as an isolated structure (the ωB97M-V functional and the def2-TZVPD basis, the OMol25 dataset).

XYZ file:
```
73
Properties=species:S:1:pos:R:3:forces:R:3
C 4.61359 1.98105 4.12465 0.2 0.1 0.2
C 3.42146 1.64127 3.28766 -0.2 -0.3 -0.3
C 3.60503 1.10731 2.00733 -0.2 0.0 0.0
C 2.51466 0.70868 1.24170 -0.5 0.1 0.1
C 1.19251 0.90350 1.70006 0.5 0.1 0.5
P -0.17268 0.10047 0.73512 0.9 0.2 1.3
C 0.05665 -1.59127 1.45144 0.1 -0.7 0.2
C -0.80066 -2.65034 1.06115 0.0 0.3 0.3
C -0.84431 -3.83927 1.78721 0.2 0.2 -0.1
C -0.01223 -4.02373 2.90129 -0.3 0.4 -0.3
C -0.09740 -5.27804 3.70431 0.0 -0.1 0.1
C 0.88416 -3.01546 3.24602 0.0 -0.3 -0.3
C 0.96287 -1.84815 2.49209 -0.3 -0.1 0.1
C -1.56258 0.62819 1.82872 -0.3 0.3 0.5
C -2.14530 1.88434 1.57108 0.0 -0.5 -0.2
C -3.26693 2.30895 2.27046 0.4 0.0 0.1
C -3.68297 1.62906 3.41736 0.3 0.0 -0.4
C -4.76469 2.22874 4.25817 -0.2 0.0 0.1
C -3.02893 0.44514 3.76140 -0.1 0.1 -0.1
C -2.02097 -0.08016 2.95093 -0.2 0.1 -0.2
C 1.01970 1.51469 2.95668 0.2 -0.2 -0.3
C 2.12046 1.80202 3.76391 0.1 0.2 -0.3
H 4.30508 2.52370 5.01801 0.1 0.0 0.1
H 5.14955 1.07681 4.43402 -0.1 0.1 0.0
H 5.32769 2.60179 3.57475 -0.1 0.0 0.0
H 4.61622 0.98641 1.60799 -0.3 0.0 0.2
H 2.68444 0.20626 0.29048 -0.1 0.2 0.3
H -1.44854 -2.54340 0.18622 0.1 0.1 0.5
H -1.53916 -4.63320 1.48363 0.3 0.3 0.1
H 0.64926 -5.23987 4.49461 0.0 -0.2 0.1
H -1.09121 -5.38907 4.14639 0.1 -0.1 0.0
H 0.09307 -6.15366 3.07962 0.0 0.0 0.1
H 1.53396 -3.14859 4.11642 -0.1 0.0 -0.3
H 1.73922 -1.13800 2.75388 -0.3 0.1 0.1
H -1.72515 2.52264 0.79830 -0.3 -0.2 0.1
H -3.79990 3.19765 1.92921 0.2 0.0 0.3
H -5.03769 1.55270 5.06713 -0.1 0.1 0.1
H -4.43181 3.18097 4.68857 -0.1 -0.2 0.0
H -5.65704 2.43666 3.65951 0.1 0.0 0.1
H -3.33070 -0.08018 4.66880 0.1 0.0 -0.2
H -1.59605 -1.04430 3.21893 0.0 0.2 -0.1
H 0.02250 1.74647 3.33109 0.2 -0.3 -0.1
H 1.96444 2.17087 4.77818 0.0 0.1 -0.2
O -3.43113 -0.40823 -3.69933 1.0 0.0 0.9
C -2.40786 -0.28063 -3.17147 -0.6 -0.2 -1.8
Co -0.89615 0.00438 -2.37458 0.8 1.1 -0.2
C -1.69409 1.40371 -1.62413 -1.6 2.2 1.2
O -2.22440 2.40579 -1.35526 0.9 -2.1 -0.2
C -0.33388 -1.58580 -1.88012 1.3 -2.7 -0.2
O 0.09916 -2.66321 -1.76947 -0.8 1.7 -0.2
C 0.15966 0.63130 -4.04604 -2.0 -1.1 -0.3
C 0.38929 -0.38034 -5.10577 -0.3 0.1 -0.6
C 1.15211 -1.55168 -4.87910 -0.1 0.1 -0.2
C 1.14867 -2.60575 -5.79923 0.0 0.2 0.0
C 0.46873 -2.49994 -7.01655 -0.1 0.3 0.2
C -0.17663 -1.29236 -7.31094 0.1 -0.1 0.1
C -0.21754 -0.25448 -6.37791 0.0 -0.2 0.3
C -0.32507 1.93925 -3.89542 -2.9 -0.3 -3.0
C -1.41345 2.73749 -3.81938 1.0 0.5 -2.3
Co 1.31040 1.81858 -3.22448 2.5 0.7 4.2
C 2.30656 0.69803 -2.29699 1.1 -1.6 0.3
O 3.03477 -0.09198 -1.85423 -1.0 1.1 -0.5
C 0.89114 3.27743 -2.31870 -0.3 1.8 2.2
O 0.64425 4.26785 -1.76597 0.3 -1.7 -1.2
C 2.67684 2.65397 -3.92764 1.1 -0.1 -2.0
O 3.62727 3.20543 -4.27509 -0.6 -0.1 0.5
H 1.74829 -1.65986 -3.97003 -0.4 0.1 -0.1
H 1.67033 -3.53660 -5.55545 -0.1 0.4 -0.1
H 0.43638 -3.34740 -7.71094 0.1 0.4 0.2
H -0.66060 -1.15099 -8.27863 0.1 -0.1 0.2
H -0.76860 0.66022 -6.60851 0.2 -0.2 0.1
H -1.22816 3.81406 -3.80802 -0.4 -0.2 0.6
H -2.40589 2.40208 -4.12501 0.2 0.0 -0.1
```
Positions in Å, forces in eV/Å.

The calculation puts the strongest force on any atom at 4.9 eV/Å. Its net charge is -1. Its spin multiplicity is 1. Its energy above the lowest of the compared OMol25 structures with the same formula, charge and spin is 44.0 kcal per mole.



# C5H8N2

C5H8N2 as an isolated structure (the ωB97M-V functional and the def2-TZVPD basis, the OMol25 dataset).

XYZ file:
```
15
Properties=species:S:1:pos:R:3:forces:R:3
N -2.05647 -0.05251 0.56511 0.4 -0.2 -0.2
C -1.16780 0.32121 -0.46421 -0.6 2.4 0.7
C -0.18351 1.32203 -0.21945 -2.2 -0.5 -0.6
H -2.36629 -1.01140 0.44500 0.0 0.0 0.0
H -1.61715 0.00267 1.47667 0.0 0.0 0.0
H -1.62484 0.27945 -1.44603 0.3 -0.3 -0.1
H 0.10431 1.96221 -1.04288 0.2 -0.2 0.0
H -0.15720 1.79304 0.75545 0.2 -0.3 0.1
C 0.38092 -0.92013 -0.52884 1.8 -0.5 0.7
N 0.10856 -1.96013 0.20702 0.2 0.3 -1.0
C 1.38998 0.15502 -0.08576 1.5 -1.5 0.2
C 2.52615 0.39856 0.31492 -0.9 -0.1 -0.2
H 0.81637 -2.11721 0.92379 -0.3 0.5 0.3
H 0.41143 -0.94278 -1.61718 -0.8 0.3 0.1
H 3.43552 0.76997 0.71640 0.1 0.2 0.0
```
Positions in Å, forces in eV/Å.

The calculation puts the strongest force on any atom at 2.5 eV/Å. Its spin multiplicity is 1. Its energy above the lowest of the compared OMol25 structures with the same formula, charge and spin is 146.4 kcal per mole.



# C48H90F18N3O15S3

C48H90F18N3O15S3 as an isolated structure (the ωB97M-V functional and the def2-TZVPD basis, the OMol25 dataset).

XYZ file:
```
177
Properties=species:S:1:pos:R:3:forces:R:3
C 2.02087 5.23372 3.25049 -0.8 0.8 -0.6
C 0.84748 5.31383 2.20661 1.1 -0.2 1.0
C -0.46520 5.12523 2.90745 -1.9 0.5 -0.2
C -0.83922 3.65474 2.99559 -0.7 -1.0 2.2
N -2.20422 3.30873 3.76781 0.1 2.7 1.3
C -2.08052 3.69977 5.28551 0.9 2.7 -1.7
C -2.86558 2.73247 6.09806 0.4 1.1 1.8
C -3.23048 1.61502 5.18834 -0.4 -0.1 -0.8
C -2.35618 1.83919 3.96109 -1.4 5.2 4.0
C -3.46426 4.01230 3.00892 0.6 0.1 0.4
C -3.49831 3.78487 1.47870 0.0 0.3 2.2
C -4.60762 4.49604 0.67740 0.3 -0.8 -0.3
H 2.03854 6.15465 3.83333 -0.2 0.4 0.2
H 3.00963 5.20125 2.79289 -0.2 -0.3 -0.3
H 1.94236 4.43848 3.99177 -0.6 1.6 -1.7
H 0.90094 4.56462 1.41671 0.7 -0.2 0.8
H 0.98876 6.19089 1.57503 -0.5 0.4 0.6
H -1.34738 5.50803 2.39428 0.4 0.4 -0.3
H -0.49322 5.74830 3.80137 0.0 -0.7 0.9
H -0.10184 3.03399 3.50455 -0.3 0.6 0.8
H -0.88561 3.07962 2.07084 -0.5 0.9 -0.2
H -2.31831 4.75745 5.39894 -0.7 0.1 -0.1
H -1.01780 3.77919 5.51448 0.2 -0.9 -0.2
H -3.64737 3.25288 6.65132 -0.6 -0.1 -0.4
H -2.22843 2.41196 6.92233 0.2 -0.4 -0.1
H -4.24308 1.71189 4.79674 -0.4 -0.4 0.6
H -3.02041 0.66827 5.68593 -0.4 -0.1 -0.6
H -2.72538 1.46395 3.00663 -2.9 3.8 2.3
H -1.37193 1.42824 4.18571 0.1 0.9 0.2
H -3.47677 5.07999 3.22789 0.7 0.1 0.3
H -4.41968 3.67667 3.41221 0.3 -0.6 0.5
H -3.60635 2.70119 1.43328 0.0 0.2 -0.5
H -2.52843 4.08531 1.08224 -0.5 -0.3 0.0
H -4.45311 4.03901 -0.30001 -0.4 0.5 -0.3
H -4.51004 5.57159 0.52989 0.0 -0.1 0.5
H -5.63477 4.22390 0.92032 0.0 0.1 0.5
C -2.75961 1.87642 -2.30456 0.2 1.9 4.7
C -2.67375 2.48452 -0.86867 0.5 -0.7 -0.4
C -1.74706 1.60292 0.01151 -0.4 0.1 0.3
C -0.24344 1.72767 -0.17513 0.8 -1.3 0.7
N 0.59437 0.88417 0.79850 1.3 -0.6 0.4
C 0.86900 1.57700 2.16976 -0.2 -0.8 -0.6
C 2.11683 0.95636 2.71633 -1.4 -2.7 -4.8
C 2.97200 0.49714 1.47315 -4.9 0.0 3.8
C 2.09908 0.80233 0.28292 -2.6 0.7 0.7
C 0.06425 -0.57962 1.04412 2.3 3.4 -2.2
C 0.53823 -1.61942 0.05488 -0.4 1.7 0.0
C -0.44658 -2.73056 -0.04597 0.2 2.0 0.0
H -3.46089 2.43923 -2.92063 0.9 1.6 2.4
H -3.10629 0.85621 -2.14008 0.2 -0.2 -0.4
H -1.75796 1.97281 -2.72348 -0.9 -0.3 0.3
H -3.59230 2.62462 -0.29882 -0.2 -1.3 -1.0
H -2.40189 3.53715 -0.94718 0.0 -0.8 -0.1
H -2.11970 0.58060 -0.05264 0.4 0.2 -0.8
H -1.95926 1.74364 1.07135 0.3 0.6 -0.4
H 0.07986 2.75182 0.01116 0.2 -0.6 -0.2
H 0.18150 1.35515 -1.10721 -0.7 0.3 -0.2
H 0.01404 1.39246 2.82022 0.3 -0.3 -0.5
H 0.97758 2.65564 2.05639 0.2 -0.5 -0.9
H 2.05054 0.09566 3.38186 -2.9 0.0 -4.6
H 2.82462 1.54486 3.30013 -2.2 -3.7 -3.2
H 3.22241 -0.56270 1.42700 0.1 0.0 0.9
H 3.82902 1.16851 1.41967 -4.3 -3.9 5.8
H 2.26273 0.14495 -0.57100 -1.9 -0.2 1.3
H 2.15885 1.83013 -0.07507 0.4 -0.1 0.4
H -1.01014 -0.51439 1.21600 1.3 0.7 -2.3
H 0.35475 -0.82662 2.06524 2.7 1.9 -2.6
H 1.54798 -1.89419 0.35987 0.3 -0.2 -0.4
H 0.48178 -1.14224 -0.92349 1.1 -0.1 0.3
H -0.15411 -3.35081 -0.89323 -0.2 0.7 0.3
H -1.40959 -2.28018 -0.28649 1.2 -0.1 0.6
H -0.49610 -3.34792 0.85098 0.0 3.6 -2.6
C 3.84642 -10.37541 -1.35864 0.8 0.9 0.3
C 2.92245 -9.51401 -0.46324 -0.7 -0.6 -0.7
C 2.40982 -8.36505 -1.31209 0.0 0.2 -0.3
C 1.35523 -7.51909 -0.54296 0.0 0.4 -1.8
N 0.76950 -6.30280 -1.31674 1.8 0.1 -1.3
C 0.18165 -6.76032 -2.67090 -1.2 -0.3 -0.1
C 0.86689 -6.04727 -3.88463 -1.4 -1.7 0.7
C 2.20564 -5.71738 -3.33850 0.0 -0.3 0.5
C 1.88521 -5.36421 -1.89619 0.8 0.2 1.8
C -0.17763 -5.55265 -0.38077 -1.1 -1.1 -1.0
C 0.43900 -4.86937 0.81360 1.6 -1.1 -0.1
C -0.62778 -4.46147 1.85225 0.3 -2.6 1.1
H 3.91250 -11.45367 -1.21338 -0.1 0.2 0.6
H 4.81754 -9.89824 -1.22702 0.5 -0.5 -0.1
H 3.65953 -10.25358 -2.42557 -0.5 0.1 0.0
H 3.40204 -9.05606 0.40185 0.3 -0.5 0.1
H 2.07939 -10.11539 -0.12312 -0.1 0.0 0.2
H 2.19490 -8.77206 -2.30015 -1.3 0.0 0.1
H 3.29141 -7.81084 -1.63416 0.1 0.7 0.7
H 1.83976 -7.22661 0.38859 -0.3 0.5 -0.1
H 0.42369 -8.03862 -0.31843 0.3 -0.5 0.1
H -0.86821 -6.46769 -2.65477 0.1 -0.5 0.0
H 0.32839 -7.83848 -2.73528 -0.2 0.1 0.2
H 0.22395 -5.19215 -4.09324 0.7 -0.3 -0.5
H 0.90723 -6.76339 -4.70538 0.0 0.1 -0.2
H 2.65340 -4.96869 -3.99200 0.5 0.2 0.8
H 2.81241 -6.61960 -3.26158 0.3 0.1 -0.6
H 1.55980 -4.32952 -1.78831 0.0 -0.2 0.2
H 2.68643 -5.65368 -1.21622 0.5 1.0 -0.1
H -1.00927 -6.22758 -0.17838 0.3 -0.6 0.5
H -0.68024 -4.87450 -1.07041 0.4 0.0 0.7
H 0.93364 -4.02191 0.33899 0.4 -0.3 0.9
H 1.27801 -5.41659 1.24339 -0.2 -0.6 0.4
H -1.49288 -4.06185 1.32311 0.1 -1.5 1.0
H -0.28568 -3.72589 2.58025 0.1 0.2 -0.3
H -0.87726 -5.32992 2.46187 -0.3 -0.5 0.1
C -3.61280 1.95401 -4.69350 1.3 2.5 -3.1
O -2.36101 1.42034 -5.32270 -2.2 -1.3 -0.5
O -3.49951 3.34713 -4.82755 -1.8 -3.4 0.8
C -4.80902 1.15051 -5.37854 1.7 1.8 1.7
F -4.79614 1.11607 -6.67306 -0.6 1.1 -2.7
F -4.77679 -0.13065 -5.07361 0.0 -2.0 1.4
F -6.01916 1.60607 -4.91754 0.0 0.1 -0.4
C -1.33310 0.94392 -4.51832 2.6 3.2 -0.3
C -0.19404 0.61030 -5.42702 0.2 -1.2 -0.1
H 0.16669 1.43415 -6.04286 -0.4 0.0 0.0
H 0.63808 0.28293 -4.80373 0.0 -0.1 -0.3
H -0.55545 -0.23442 -6.01346 0.5 0.1 -0.7
H -1.53761 0.15348 -3.79619 1.4 3.9 -1.3
H -0.91027 1.81141 -4.01157 0.1 0.2 0.3
H -3.59108 1.63870 -3.65034 -1.3 -1.7 -3.1
C 4.72471 1.52915 -3.71226 3.7 0.7 0.8
O 4.91845 1.23176 -2.39834 -1.2 -1.6 5.1
O 6.03699 1.73765 -4.06893 -2.2 -0.2 -1.9
C 3.97515 0.40409 -4.42007 0.1 0.5 -1.6
F 4.09533 0.78523 -5.68965 -0.2 -0.5 -1.8
F 4.43671 -0.89635 -4.37842 -0.8 1.1 0.6
F 2.60235 0.42962 -4.23613 1.1 -0.9 0.8
C 3.89947 1.20492 -1.35472 2.8 0.4 -0.1
C 4.62637 0.96706 0.00568 3.3 1.6 -3.6
H 5.64567 1.35266 -0.01542 0.6 -0.7 -0.8
H 4.21425 1.54334 0.83402 4.0 3.3 -6.2
H 4.48778 -0.06860 0.31600 1.2 0.4 -0.4
H 3.20545 0.36458 -1.37016 1.1 0.5 -2.1
H 3.38280 2.16001 -1.26004 0.8 -0.8 -0.2
H 4.05309 2.38741 -3.73211 -0.4 0.4 -0.8
C 1.55130 4.44473 -0.80899 1.5 -0.6 3.6
O 0.49893 5.34276 -0.38897 -1.0 0.7 -3.2
O 1.85341 3.69432 0.38103 0.2 0.2 -4.5
C 1.36499 3.72600 -2.21822 -2.1 -0.2 2.3
F 1.27659 4.58587 -3.22301 1.0 0.3 -0.4
F 2.24226 2.73785 -2.43530 -1.1 1.7 -1.1
F 0.13685 3.13696 -2.20024 -0.1 0.0 -0.8
C -0.86642 4.94571 -0.29609 0.8 0.4 1.0
C -1.71699 6.16602 0.07292 1.1 0.4 -1.2
H -1.32359 7.03220 -0.45912 0.0 0.0 -0.4
H -2.72039 5.99922 -0.31885 -0.1 0.2 0.7
H -1.55604 6.45481 1.11156 -0.8 -0.1 -0.2
H -0.89156 4.28015 0.56676 -0.2 -0.3 -0.2
H -1.31536 4.37851 -1.11148 1.2 1.0 -0.3
H 2.36716 5.14855 -0.97371 0.2 0.2 -0.4
C -3.18640 -1.75336 1.80385 2.3 2.9 0.0
F -2.89162 -1.12976 0.59552 -1.8 -1.3 1.4
F -4.46147 -1.46623 2.15773 0.9 -1.1 -0.7
F -2.86350 -3.03349 1.68029 -2.1 0.6 0.4
S -1.94378 -0.83726 3.03592 0.5 -3.1 0.9
O -2.09249 0.56818 2.65578 3.5 -11.6 -7.4
O -2.39732 -1.12001 4.38453 -0.6 0.2 -0.5
O -0.60694 -1.38292 2.75608 -6.1 -4.1 7.1
C 2.87688 2.64097 4.64640 1.3 -1.3 1.2
F 4.19471 2.74957 4.99007 -0.8 0.1 0.5
F 2.17330 3.57715 5.32301 0.6 -1.4 0.9
F 2.89523 2.87339 3.32254 1.3 6.2 1.8
S 2.26116 0.77591 5.07025 1.2 -0.4 1.6
O 0.84685 0.74373 4.73556 0.0 0.5 1.6
O 3.14306 -0.05122 4.19056 3.5 -1.9 7.4
O 2.52022 0.64370 6.48860 0.3 0.5 -0.2
C -1.24075 -1.80260 -3.50772 -1.9 -1.3 1.0
F -0.58870 -2.00040 -4.64134 0.0 0.2 0.6
F -0.47735 -1.28814 -2.53195 -0.2 0.1 -1.5
F -2.31769 -0.94878 -3.70862 -1.2 -6.1 1.1
S -1.85455 -3.49221 -2.81814 -1.4 1.4 3.3
O -0.62943 -4.33175 -2.79153 -1.5 2.0 -0.7
O -2.32743 -3.17932 -1.42144 -0.6 -1.4 -4.4
O -2.92115 -3.94027 -3.65754 0.1 -0.4 -1.1
```
Positions in Å, forces in eV/Å.

The value obtained for the total energy is -6166.47697 Ha. The calculation puts the strongest force on any atom at 14.2 eV/Å. Its net charge is -3. Its spin multiplicity is 1.